{
  "formula": "C60H47CaI4N8O4PS3",
  "method": "ωB97M-V/def2-TZVPD",
  "e_lumo_ev": 2.8,
  "relative_energy_kj_mol": 0.0,
  "charge": -2,
  "gap_ha": 0.1949,
  "multiplicity": 1,
  "homo_energy_ev": -2.5,
  "symbols": ["Ca", "I", "C", "C", "C", "C", "C", "C", "C", "C", "C", "C", "C", "C", "C", "C", "C", "C", "I", "C", "C", "C", "N", "C", "C", "C", "C", "C", "C", "I", "C", "C", "C", "C", "C", "C", "N", "C", "C", "C", "C", "C", "N", "C", "C", "C", "C", "I", "C", "C", "C", "C", "N", "H", "H", "H", "H", "H", "H", "H", "H", "H", "H", "H", "H", "H", "H", "H", "H", "H", "H", "H", "H", "H", "H", "H", "H", "N", "C", "C", "C", "C", "C", "C", "S", "O", "O", "N", "C", "N", "C", "C", "C", "N", "H", "H", "H", "H", "H", "H", "H", "H", "H", "C", "C", "C", "O", "P", "S", "S", "O", "C", "C", "C", "H", "H", "H", "H", "H", "H", "H", "H", "H", "H", "H", "H", "H", "H"],
  "coordinates": [[0.27886, -1.54783, -0.08540], [5.77216, -1.21187, 8.09127], [4.55020, -1.47205, 6.42102], [4.33534, -2.74823, 5.92399], [3.51307, -2.91177, 4.81815], [2.90561, -1.82325, 4.19486], [3.14351, -0.55293, 4.71796], [3.95801, -0.36841, 5.82668], [2.01700, -2.00357, 3.01206], [2.57679, -2.63480, 1.88560], [3.96970, -3.04671, 1.73913], [4.09299, -3.57931, 0.50709], [2.78197, -3.49940, -0.12308], [2.49628, -3.90863, -1.43488], [3.63279, -4.50717, -2.19644], [4.12148, -5.77051, -1.87947], [5.18119, -6.33311, -2.57971], [5.75515, -5.60983, -3.61348], [7.34707, -6.43685, -4.68112], [5.29061, -4.34678, -3.94967], [4.22985, -3.80147, -3.23852], [1.27964, -3.77553, -2.14719], [0.16790, -3.15375, -1.70323], [-0.80303, -3.28502, -2.64274], [-2.11610, -2.80447, -2.49780], [-3.01183, -2.97583, -3.67689], [-4.18094, -3.73057, -3.61138], [-5.00172, -3.88541, -4.71975], [-4.64943, -3.27557, -5.91470], [-5.87033, -3.50518, -7.58727], [-3.49574, -2.51417, -6.00995], [-2.68921, -2.36945, -4.88929], [-2.68153, -2.19063, -1.35251], [-4.02141, -1.64727, -1.26645], [-4.15830, -1.14229, -0.01368], [-2.90241, -1.37573, 0.67270], [-2.04139, -1.98775, -0.17562], [-2.62840, -0.97352, 2.00881], [-1.41233, -1.07097, 2.69926], [-1.21204, -0.78838, 4.11119], [0.07891, -1.07228, 4.38814], [0.68766, -1.52707, 3.14795], [-0.23525, -1.50254, 2.16752], [-3.77488, -0.37183, 2.75509], [-4.94260, -1.09270, 2.99661], [-6.00689, -0.52417, 3.68186], [-5.89795, 0.78626, 4.12712], [-7.50408, 1.65165, 5.14434], [-4.74998, 1.52861, 3.90183], [-3.69362, 0.94071, 3.21729], [-0.27081, -4.04071, -3.76340], [1.01567, -4.33725, -3.45825], [1.90807, -2.92539, 0.74418], [4.79611, -3.60681, 6.39323], [3.32908, -3.90594, 4.43017], [2.68519, 0.30590, 4.24333], [4.12989, 0.62641, 6.21375], [4.75418, -2.89674, 2.46285], [4.99422, -3.94015, 0.03891], [3.66132, -6.32009, -1.06685], [5.54907, -7.31717, -2.32358], [5.75276, -3.78526, -4.75000], [3.86058, -2.80895, -3.47300], [-4.44365, -4.20832, -2.67597], [-5.90311, -4.47907, -4.65050], [-3.22763, -2.03043, -6.93930], [-1.79253, -1.76502, -4.94702], [-4.74867, -1.61708, -2.06210], [-5.01565, -0.63105, 0.39396], [-1.95392, -0.42917, 4.80439], [0.56419, -0.99344, 5.34694], [-5.01756, -2.11419, 2.64336], [-6.90665, -1.09520, 3.86601], [-4.65910, 2.55361, 4.23650], [-2.80150, 1.51975, 3.00306], [-0.80772, -4.32826, -4.65314], [1.71473, -4.90027, -4.05658], [5.49584, 5.22951, -2.86035], [4.89009, 3.97973, -2.63802], [4.77858, 3.46990, -1.34748], [4.21421, 2.22365, -1.13524], [3.74549, 1.48082, -2.20817], [3.85711, 1.97597, -3.49552], [4.43355, 3.21683, -3.71018], [3.04771, -0.11208, -1.89358], [4.01831, -0.79837, -1.07686], [2.73535, -0.67404, -3.19501], [1.73224, 0.05399, -0.98992], [0.69240, 0.83239, -1.47552], [-0.51409, 0.52518, -0.95411], [-1.55412, 1.27199, -1.28881], [-1.44260, 2.32094, -2.18056], [-0.17843, 2.52479, -2.70635], [0.88181, 1.80302, -2.37751], [5.43519, 5.85308, -2.07008], [5.17849, 5.68705, -3.70099], [5.13011, 4.05615, -0.50583], [4.12141, 1.83149, -0.13078], [3.46970, 1.39028, -4.31736], [4.51905, 3.60850, -4.71833], [-2.50001, 0.99654, -0.83573], [-2.28718, 2.94300, -2.43652], [-0.00535, 3.31484, -3.43310], [0.60289, 5.75256, 1.91318], [-0.74598, 6.07113, 1.28711], [-0.81373, 5.65705, -0.17222], [-1.88824, 5.54435, 1.99736], [-1.98469, 4.13855, 2.81930], [-1.21969, 4.29513, 4.61607], [-1.40704, 2.63275, 1.69085], [-3.59661, 4.12569, 3.03343], [-4.65153, 4.35058, 2.08166], [-4.45602, 3.73176, 0.70857], [-4.95685, 5.83893, 2.00531], [1.36247, 6.35924, 1.41084], [0.85625, 4.70038, 1.79478], [0.60480, 5.98065, 2.97744], [-0.89573, 7.15342, 1.35273], [-0.66017, 4.58309, -0.26456], [-0.04156, 6.17995, -0.74378], [-1.78917, 5.90873, -0.59616], [-5.50840, 3.85231, 2.54634], [-3.67339, 4.23801, 0.14307], [-5.40086, 3.81763, 0.16235], [-4.17694, 2.68292, 0.78311], [-4.14733, 6.36921, 1.50643], [-5.06968, 6.25080, 3.00843], [-5.88660, 5.99969, 1.45196]],
  "forces_ev_per_a": [[-0.492, -0.105, 0.510], [0.095, 0.016, 0.118], [-0.095, -0.022, -0.116], [-0.017, 0.048, -0.038], [0.005, -0.051, 0.026], [-0.049, 0.014, -0.029], [0.032, 0.066, 0.015], [-0.008, -0.055, -0.039], [0.097, 0.017, 0.041], [-0.095, 0.047, 0.012], [-0.036, 0.025, 0.048], [-0.020, -0.019, -0.042], [-0.097, -0.027, 0.005], [0.098, 0.085, -0.019], [-0.012, -0.045, 0.010], [0.029, -0.063, 0.038], [-0.033, 0.092, -0.030], [-0.116, 0.062, 0.072], [0.120, -0.065, -0.079], [-0.036, -0.023, 0.049], [-0.015, 0.053, -0.041], [-0.017, -0.059, 0.061], [0.099, -0.320, -0.075], [-0.058, 0.012, 0.107], [-0.061, -0.074, -0.044], [0.076, 0.110, -0.005], [-0.005, -0.039, 0.003], [0.036, 0.022, -0.001], [0.084, 0.002, 0.156], [-0.115, -0.024, -0.146], [0.020, -0.008, 0.077], [-0.015, 0.041, -0.080], [0.068, -0.004, -0.031], [0.027, 0.011, -0.054], [0.002, 0.001, 0.054], [0.037, 0.104, 0.000], [-0.060, -0.259, 0.186], [-0.079, 0.030, -0.047], [0.026, -0.038, -0.052], [-0.049, 0.011, -0.019], [0.037, 0.005, 0.021], [-0.016, -0.136, -0.030], [-0.078, -0.160, 0.114], [-0.016, 0.087, 0.069], [-0.023, -0.057, 0.003], [0.013, 0.030, 0.001], [0.163, -0.118, -0.128], [-0.123, 0.073, 0.073], [-0.163, -0.144, 0.104], [-0.155, -0.162, 0.178], [-0.042, 0.034, 0.020], [0.039, -0.049, -0.007], [0.221, -0.361, 0.034], [-0.002, -0.004, 0.011], [0.001, -0.003, 0.006], [-0.016, 0.001, 0.004], [-0.002, 0.006, 0.006], [0.004, -0.009, 0.007], [0.011, -0.008, 0.008], [0.007, -0.008, -0.007], [0.001, -0.009, 0.003], [0.003, 0.002, -0.007], [0.016, 0.010, -0.008], [-0.010, -0.004, 0.000], [-0.004, -0.005, -0.007], [-0.006, -0.003, -0.006], [0.011, -0.007, -0.008], [-0.019, -0.009, 0.009], [-0.009, -0.015, -0.013], [-0.057, 0.009, -0.023], [0.017, -0.009, 0.011], [-0.005, -0.017, 0.006], [-0.012, -0.012, 0.002], [0.031, -0.090, 0.038], [-0.151, -0.176, 0.178], [-0.021, 0.002, -0.004], [-0.005, -0.006, 0.002], [0.050, 0.011, -0.013], [-0.010, 0.041, -0.014], [-0.011, -0.027, 0.029], [-0.022, 0.054, -0.027], [0.134, 0.165, 0.130], [0.012, 0.034, 0.047], [-0.026, -0.025, -0.036], [-0.184, -0.091, 0.047], [0.030, -0.158, -0.040], [0.085, -0.007, 0.047], [-0.162, 1.011, -0.896], [0.417, -0.157, 0.022], [0.143, 0.383, -0.016], [-0.014, -0.208, 0.069], [0.026, 0.084, -0.050], [-0.058, 0.039, -0.016], [0.042, 0.084, -0.112], [-0.022, -0.014, 0.004], [-0.018, -0.008, 0.008], [0.006, 0.001, 0.002], [-0.005, -0.032, 0.002], [-0.005, -0.022, 0.003], [0.005, -0.003, -0.003], [-0.012, 0.028, 0.016], [0.008, 0.004, -0.025], [0.014, 0.004, -0.002], [-0.041, 0.007, 0.020], [-0.177, -0.055, 0.144], [-0.012, 0.008, -0.054], [0.137, 0.112, -0.136], [0.044, 0.178, 0.023], [-0.017, 0.014, 0.059], [0.598, 0.241, -0.433], [-0.016, 0.135, -0.223], [0.047, 0.082, 0.138], [0.046, -0.001, -0.025], [-0.042, 0.027, -0.036], [-0.002, -0.038, 0.004], [-0.022, -0.071, -0.013], [-0.018, 0.029, 0.001], [-0.031, 0.015, 0.005], [-0.009, -0.050, -0.003], [0.002, -0.010, 0.005], [0.020, -0.004, 0.020], [-0.009, -0.022, 0.013], [0.042, 0.031, 0.023], [0.037, 0.003, 0.005], [-0.034, -0.049, 0.022], [0.016, -0.002, -0.007], [-0.004, -0.014, 0.010], [0.011, -0.007, 0.001]]
}